Formula: C7H9N
Source: the OMol25 dataset
Level of theory: ωB97M-V with the def2-TZVPD basis set

Computed properties:
Spin multiplicity = 1
Kohn-Sham gap = 8.6092 eV
Net charge = 0
Relative energy (zero: lowest compared OMol25 entry of this formula, charge and spin) = 2.7991 eV
SMILES = CNc1ccccc1

Last column: Mulliken charge in e.
Cartesian coordinates (Å):
1 C -2.650 -0.320 0.069  -1.18
2 C -0.281 0.329 -0.061  0.75
3 C 0.792 1.354 -0.010  -0.16
4 C 2.075 1.096 -0.024  -1.07
5 C 2.473 -0.278 0.031  -0.23
6 C 1.582 -1.314 -0.052  -0.78
7 C 0.252 -0.963 -0.087  0.15
8 H -2.609 -1.090 -0.507  0.43
9 H -2.659 -0.824 1.022  0.40
10 H -3.660 0.066 -0.109  0.35
11 H -1.779 1.765 0.060  0.28
12 H 0.371 2.532 -0.066  -0.03
13 H 2.626 1.812 0.104  0.62
14 H 3.510 -0.557 0.050  0.33
15 H 1.990 -2.389 -0.109  0.27
16 H -0.409 -1.859 -0.137  0.17
17 N -1.623 0.642 -0.177  -0.29

=====

Formula: C3H24N2O8
Source: the OMol25 dataset
Level of theory: ωB97M-V with the def2-TZVPD basis set

Computed properties:
Spin multiplicity = 1
Kohn-Sham gap = 7.1707 eV
Net charge = 0
Relative energy (zero: lowest compared OMol25 entry of this formula, charge and spin) = 0.5339 eV
SMILES = C/C(N)=C/N.O.O.O.O.O.O.O.O

Last column: Mulliken charge in e.
Cartesian coordinates (Å):
1 C 3.410 0.620 0.744  -1.36
2 C 2.292 -0.379 0.782  0.18
3 C 1.068 -0.053 1.197  0.06
4 N -0.014 -0.923 1.456  -0.50
5 N 2.708 -1.685 0.561  -0.49
6 H 4.241 0.324 1.392  0.33
7 H 3.823 0.646 -0.270  0.30
8 H 3.099 1.599 1.100  0.33
9 H 0.839 0.908 1.645  0.34
10 H 0.076 -1.898 1.218  0.25
11 H -0.932 -0.532 1.250  0.28
12 H 3.429 -1.910 -0.104  0.21
13 H 2.046 -2.439 0.591  0.17
14 H -1.698 -3.015 -1.348  0.35
15 H -2.669 -1.919 -1.089  0.34
16 O -2.461 -2.814 -0.790  -0.65
17 H 1.180 -0.981 -3.476  0.33
18 H 2.049 -2.031 -4.091  0.33
19 O 1.781 -1.113 -4.211  -0.64
20 H -3.267 0.473 1.313  0.24
21 H -2.300 1.654 1.206  0.31
22 O -2.376 0.695 1.018  -0.60
23 H 0.348 -1.561 -2.004  0.31
24 H -0.142 -2.003 -0.641  0.17
25 O 0.430 -2.281 -1.369  -0.57
26 H -1.948 0.192 -0.735  0.36
27 H -1.575 0.769 -2.033  0.28
28 O -1.592 -0.101 -1.602  -0.63
29 H -0.973 1.019 4.366  0.33
30 H 0.429 1.427 3.731  0.33
31 O -0.393 1.745 4.116  -0.73
32 H -1.405 2.755 3.019  0.42
33 H -1.956 3.948 2.198  0.32
34 O -2.069 3.000 2.340  -0.69
35 H -1.941 1.287 -4.260  0.33
36 H -1.388 2.583 -3.578  0.33
37 O -2.148 1.995 -3.643  -0.68

=====

Formula: C5H12N
Source: the OMol25 dataset
Level of theory: ωB97M-V with the def2-TZVPD basis set

Computed properties:
Spin multiplicity = 1
Kohn-Sham gap = 10.0347 eV
Net charge = +1
Relative energy (zero: lowest compared OMol25 entry of this formula, charge and spin) = 2.2706 eV
SMILES = C=CCCC[NH3+]

Last column: Mulliken charge in e.
Cartesian coordinates (Å):
1 C 0.458 1.425 0.296  -0.62
2 C -0.686 1.088 -0.606  -0.56
3 C -1.004 -0.449 -0.771  -0.96
4 C 0.826 -1.971 -0.195  -0.89
5 C 0.152 -1.307 -1.158  0.05
6 N 0.357 0.645 1.632  -0.23
7 H 0.645 2.502 0.329  0.42
8 H 1.431 1.181 -0.149  0.33
9 H -1.640 1.577 -0.272  0.28
10 H -0.659 1.410 -1.636  0.43
11 H -1.628 -0.389 -1.693  0.32
12 H -1.631 -0.820 0.063  0.54
13 H 0.292 -2.312 0.698  0.35
14 H 1.778 -2.473 -0.133  0.27
15 H 0.613 -1.273 -2.147  0.36
16 H 1.076 0.116 2.129  0.39
17 H -0.161 1.193 2.325  0.37
18 H -0.219 -0.144 1.287  0.15

=====

Formula: C29H22F3NO3S
Source: the OMol25 dataset
Level of theory: ωB97M-V with the def2-TZVPD basis set

Computed properties:
Spin multiplicity = 1
Kohn-Sham gap = 8.3087 eV
Net charge = 0
Relative energy (zero: lowest compared OMol25 entry of this formula, charge and spin) = 0.9463 eV
SMILES = Cc1ccc([C@H](c2ccc(Oc3ccccc3)cc2)[C@H](c2ccc(C#N)cc2)S(=O)(=O)C(F)(F)F)cc1

Last column: Mulliken charge in e.
Cartesian coordinates (Å):
1 F -3.164 2.009 2.295  -0.21
2 C -1.951 2.327 1.818  0.68
3 F -1.995 2.218 0.462  -0.21
4 F -1.667 3.607 2.113  -0.23
5 S -0.621 1.129 2.597  1.09
6 C 0.970 0.981 1.206  -1.50
7 C 2.028 1.761 1.949  0.28
8 C 2.685 2.723 1.169  -0.37
9 C 3.581 3.642 1.712  -0.81
10 C 3.895 3.584 3.073  0.59
11 C 4.898 4.474 3.610  -0.07
12 N 5.728 5.210 3.976  -0.51
13 C 3.212 2.679 3.895  -0.97
14 C 2.316 1.754 3.342  0.17
15 O -0.218 1.892 3.759  -0.65
16 O -1.262 -0.150 2.806  -0.53
17 H 0.438 1.640 0.514  0.81
18 H 2.448 2.775 0.105  0.38
19 H 4.056 4.383 1.065  0.41
20 H 3.399 2.697 4.973  0.43
21 H 1.878 1.049 4.049  0.48
22 C 5.330 -1.147 -3.444  -1.42
23 C 4.216 -1.015 -2.434  0.89
24 C 4.446 -1.246 -1.078  -0.67
25 C 3.460 -1.063 -0.129  -0.58
26 C 2.184 -0.592 -0.488  -0.02
27 C 1.140 -0.416 0.672  1.06
28 C -0.240 -0.913 0.295  -0.17
29 C -0.929 -0.225 -0.693  -0.59
30 C -2.288 -0.448 -0.905  -0.87
31 C -2.944 -1.384 -0.103  1.02
32 O -4.325 -1.301 0.108  -0.33
33 C -5.234 -1.532 -0.929  0.48
34 C -6.222 -2.480 -0.638  -0.55
35 C -6.906 -3.079 -1.695  -0.32
36 C -6.699 -2.630 -3.007  -0.47
37 C -5.806 -1.582 -3.257  -0.52
38 C -5.101 -0.983 -2.207  -0.37
39 C -2.206 -2.236 0.726  -0.62
40 C -0.833 -2.066 0.840  -0.67
41 C 1.896 -0.548 -1.868  -0.17
42 C 2.908 -0.695 -2.814  -0.98
43 H 5.196 -0.464 -4.291  0.37
44 H 6.303 -0.935 -2.979  0.38
45 H 5.407 -2.161 -3.864  0.27
46 H 5.446 -1.558 -0.764  0.34
47 H 3.624 -1.349 0.922  0.35
48 H 1.496 -1.076 1.483  0.67
49 H -0.411 0.495 -1.337  0.53
50 H -2.834 0.182 -1.598  0.04
51 H -6.365 -2.778 0.397  0.41
52 H -7.601 -3.892 -1.483  0.35
53 H -7.248 -3.094 -3.832  0.35
54 H -5.656 -1.216 -4.279  0.36
55 H -4.469 -0.115 -2.395  0.46
56 H -2.735 -2.958 1.341  0.41
57 H -0.214 -2.810 1.349  0.39
58 H 0.872 -0.495 -2.238  0.48
59 H 2.690 -0.577 -3.871  0.39